1) This record from the OMol25 dataset describes C5H7N3O2S in the gas phase. The level of theory is ωB97M-V/def2-TZVPD.

Its SMILES is COC(=O)Cc1nnc(N)s1. Its LUMO energy is 0.7 eV. For the HOMO-LUMO gap, the calculation gives 9.53 eV. As for the HOMO energy: -8.881 eV.

```
! wB97M-V def2-TZVPD RIJCOSX def2/J DEFGRID3
* xyz 0 1
S 1.49 -0.94 0.15
O -2.73 0.44 -0.38
O -1.24 -1.15 -0.45
N 4.23 -0.97 -0.21
N 3.03 1.04 -0.33
N 1.72 1.60 -0.15
C 3.14 -0.22 -0.19
C -0.60 1.01 0.25
C -1.53 -0.05 -0.28
C 0.85 0.67 0.09
C -3.79 -0.50 0.05
H -0.73 2.01 -0.19
H 5.06 -0.22 -0.29
H -4.74 -0.11 -0.30
H 4.11 -1.64 0.33
H -3.81 -0.69 1.10
H -0.76 1.25 1.12
H -3.73 -1.52 -0.32
*
```

2) This record from the OMol25 dataset describes 2 unconnected molecules or ions with the total composition C5H7N3O2S. The level of theory is ωB97M-V/def2-TZVPD.

Its LUMO energy is -1.1 eV. For the HOMO-LUMO gap, the calculation gives 8.05 eV. As for the HOMO energy: -9.114 eV.

```
! wB97M-V def2-TZVPD RIJCOSX def2/J DEFGRID3
* xyz 0 1
S -0.60 1.55 -1.01
O 3.39 2.36 -0.05
O 3.33 0.89 1.51
N 0.38 -0.56 0.37
N 0.10 1.56 3.08
N 2.82 1.82 0.89
C 0.79 1.97 2.26
C 0.26 0.62 0.11
C 0.81 -1.39 1.37
C 1.50 2.21 1.09
C -1.68 0.37 -1.85
H -2.09 -0.42 -1.22
H -0.08 -1.76 1.78
H -1.11 -0.11 -2.62
H 1.38 -2.06 0.84
H -2.36 1.02 -2.40
H 1.56 -1.09 2.15
H 1.18 3.12 0.55
*
```

Which of them is most stable, and which least? Most stable: 1); least stable: 2).

1) This record from the OMol25 dataset describes 2 unconnected molecules or ions with the total composition C4H5N3O2. The level of theory is ωB97M-V/def2-TZVPD.

Its SMILES is N#Cc1cc(N)no1.O. Its LUMO energy (alpha / beta) is -0.4 / -0.4 eV. For the HOMO-LUMO gap (alpha / beta), the calculation gives 9.33 / 9.33 eV. As for the HOMO energy (alpha / beta): -9.741 / -9.740 eV.

```
! wB97M-V def2-TZVPD RIJCOSX def2/J DEFGRID3
* xyz 0 1
O -0.56 0.50 1.38
O -2.40 -1.49 -0.95
N -0.17 -0.70 0.83
N 1.74 -1.44 -0.31
N -1.49 3.26 -0.33
C 1.01 -0.46 0.27
C 1.21 0.96 0.15
C -0.76 2.57 0.25
C 0.07 1.47 0.69
H -1.60 -1.36 -0.41
H 2.71 -1.26 -0.53
H 1.97 1.48 -0.41
H 1.46 -2.40 -0.18
H -3.18 -1.13 -0.46
*
```

2) This record from the OMol25 dataset describes 2 unconnected molecules or ions with the total composition C4H5N3O2. The level of theory is ωB97M-V/def2-TZVPD.

Its LUMO energy (alpha / beta) is -0.4 / -0.9 eV. For the HOMO-LUMO gap (alpha / beta), the calculation gives 8.73 / 5.86 eV. As for the HOMO energy (alpha / beta): -9.142 / -6.803 eV.

```
! wB97M-V def2-TZVPD RIJCOSX def2/J DEFGRID3
* xyz 0 1
O 1.37 2.53 0.97
O -0.32 -1.40 0.62
N 1.79 1.19 0.33
N -1.06 1.95 0.78
N -0.92 -0.68 -1.35
C -0.67 -0.34 -0.14
C -1.00 0.84 0.40
C -0.47 -2.46 -0.18
C -0.72 -2.00 -1.42
H -0.98 -2.46 -2.39
H -0.12 2.40 1.03
H 1.55 2.48 1.88
H 1.55 1.47 -0.59
H -0.01 -3.51 0.08
*
```

Which of them is most stable, and which least? Most stable: 1); least stable: 2).

1) This record from the OMol25 dataset describes C4H6ClN3 in the gas phase. The level of theory is ωB97M-V/def2-TZVPD.

Its SMILES is CC1=CN=N[C@]1(N)Cl. Its LUMO energy is -1.5 eV. For the HOMO-LUMO gap, the calculation gives 7.96 eV. As for the HOMO energy: -9.500 eV.

```
! wB97M-V def2-TZVPD RIJCOSX def2/J DEFGRID3
* xyz 0 1
Cl -0.50 0.48 -2.19
N -1.12 1.73 0.16
N 1.31 1.44 0.04
N -2.04 1.01 0.63
C -1.62 -0.32 0.66
C 0.67 -1.55 0.12
C -0.34 -0.42 0.23
C 0.03 0.93 -0.08
H 2.13 0.95 -0.36
H -2.44 -1.12 0.90
H 0.23 -2.51 0.36
H 0.95 -1.65 -1.02
H 1.41 -1.45 0.90
H 1.35 2.47 -0.34
*
```

2) This record from the OMol25 dataset describes 2 unconnected molecules or ions with the total composition C4H6ClN3. The level of theory is ωB97M-V/def2-TZVPD.

Its SMILES is Nc1ncccn1.Cl. Its LUMO energy is 0.8 eV. For the HOMO-LUMO gap, the calculation gives 9.80 eV. As for the HOMO energy: -9.021 eV.

```
! wB97M-V def2-TZVPD RIJCOSX def2/J DEFGRID3
* xyz 0 1
Cl -4.02 0.00 0.24
N 1.63 0.32 0.52
N 0.54 2.27 0.00
N -0.53 0.30 -0.49
C 1.63 -1.00 0.53
C 0.55 0.92 0.00
C -0.48 -1.03 -0.51
C 0.59 -1.75 -0.01
H -0.23 2.75 -0.44
H 1.36 2.75 0.31
H 2.50 -1.45 0.97
H -2.82 0.26 -0.14
H 0.61 -2.82 -0.03
H -1.35 -1.52 -0.94
*
```

Which of them is most stable, and which least? Most stable: 2); least stable: 1).

1) This record from the OMol25 dataset describes C2H4N2O3 in the gas phase. The level of theory is ωB97M-V/def2-TZVPD.

Its SMILES is [H]/N=C(\NO)C(=O)O. Its LUMO energy is 0.5 eV. For the HOMO-LUMO gap, the calculation gives 10.88 eV. As for the HOMO energy: -10.390 eV.

```
! wB97M-V def2-TZVPD RIJCOSX def2/J DEFGRID3
* xyz 0 1
O 0.44 -1.68 1.28
O -1.76 -1.36 0.99
O 0.91 1.96 -0.70
N -0.23 -0.52 -1.59
N 0.03 1.10 0.13
C -0.63 -1.14 0.68
C -0.20 -0.15 -0.39
H 0.35 2.71 -0.92
H 0.12 0.18 -2.24
H 0.81 1.26 0.83
H 0.16 -2.34 1.93
*
```

2) This record from the OMol25 dataset describes 2 unconnected molecules or ions with the total composition C2H4N2O3. The level of theory is ωB97M-V/def2-TZVPD.

Its SMILES is N/N=C/O.O=C=O. Its LUMO energy is 0.6 eV. For the HOMO-LUMO gap, the calculation gives 9.38 eV. As for the HOMO energy: -8.732 eV.

```
! wB97M-V def2-TZVPD RIJCOSX def2/J DEFGRID3
* xyz 0 1
O -2.60 0.56 -1.17
O -1.33 -0.44 -2.78
O 2.22 0.52 -0.53
N -0.49 -0.53 1.43
N 0.63 -0.55 0.56
C -1.88 -0.01 -1.87
C 1.42 0.40 0.59
H 2.05 -0.14 -1.16
H -0.91 -1.29 1.70
H 1.49 1.35 1.07
H -0.61 0.14 2.16
*
```

Which of them is most stable, and which least? Most stable: 2); least stable: 1).

1) This record from the OMol25 dataset describes 4 unconnected molecules or ions with the total composition C3H13NO4. The level of theory is ωB97M-V/def2-TZVPD.

Its SMILES is CNCC=O.O.O.O. Its LUMO energy is 0.5 eV. For the HOMO-LUMO gap, the calculation gives 10.06 eV. As for the HOMO energy: -9.527 eV.

```
! wB97M-V def2-TZVPD RIJCOSX def2/J DEFGRID3
* xyz 0 1
O -0.82 -0.28 -2.43
O -0.40 -1.99 1.88
O 2.12 -0.78 -1.52
O 0.70 -3.02 -0.50
N -0.43 2.10 0.21
C -0.58 2.20 1.66
C -1.02 0.85 -0.30
C -0.57 0.67 -1.75
H 1.06 -2.23 -0.93
H 1.56 -0.26 -0.95
H 2.95 -0.49 -1.86
H 0.01 1.57 -2.04
H -1.61 2.39 1.97
H 1.40 -3.67 -0.48
H 0.06 -2.02 1.02
H -2.12 0.87 -0.33
H -0.44 -2.93 2.08
H -0.68 0.04 0.35
H -0.35 1.22 2.09
H -0.96 2.84 -0.23
H 0.11 2.93 2.07
*
```

2) This record from the OMol25 dataset describes 4 unconnected molecules or ions with the total composition C3H13NO4. The level of theory is ωB97M-V/def2-TZVPD.

Its SMILES is CCC(N)=O.O.O.O. Its LUMO energy is 0.5 eV. For the HOMO-LUMO gap, the calculation gives 10.56 eV. As for the HOMO energy: -10.070 eV.

```
! wB97M-V def2-TZVPD RIJCOSX def2/J DEFGRID3
* xyz 0 1
O -0.42 3.26 2.36
O -1.40 2.35 -0.95
O -0.37 -0.57 2.72
O 1.62 -0.84 0.42
N 1.56 -2.21 -1.33
C -0.21 -0.48 -1.07
C -1.03 -1.34 -2.06
C 1.02 -1.19 -0.59
H -0.93 2.52 -0.15
H -0.59 -1.30 -3.06
H -0.60 3.53 1.47
H 0.60 -0.60 2.60
H -0.62 -0.98 1.88
H -2.09 -1.11 -2.04
H 0.06 0.45 -1.57
H -1.07 -2.39 -1.76
H -0.79 -0.19 -0.20
H -0.49 2.33 2.55
H 1.08 -2.73 -2.04
H 2.54 -2.35 -1.16
H -2.07 3.01 -1.17
*
```

Which of them is most stable, and which least? Most stable: 2); least stable: 1).